Entry 1:
The following is a quantum chemistry calculation of a structure of composition C5H8O2, from the OMol25 dataset.

ORCA input file:
```
! wB97M-V def2-TZVPD RIJCOSX def2/J DEFGRID3
* xyz 0 1
O -1.43 -0.12 -2.37
C -0.55 -0.85 -1.37
C -0.38 0.23 -0.32
O -0.99 0.01 0.99
C 0.13 0.62 1.63
C 1.37 -0.19 1.47
C 0.91 0.73 0.35
H -2.37 -0.23 -2.16
H -1.04 -1.76 -1.03
H 0.37 -1.06 -1.93
H -1.00 0.86 -1.10
H -0.06 1.33 2.43
H 1.31 -1.27 1.38
H 2.23 0.17 2.04
H 1.52 1.55 -0.01
*
```

The value obtained for the HOMO energy is -9.1231 eV. Its relative energy (zero: lowest compared OMol25 entry of this formula, charge and spin) is 90.40 kcal per mole.

***

Entry 2:
The following is a quantum chemistry calculation of a cluster of 2 separate species, C5H11NO in total, from the OMol25 dataset.

ORCA input file:
```
! wB97M-V def2-TZVPD RIJCOSX def2/J DEFGRID3
* xyz 0 1
C -0.49 1.68 -1.42
C -0.17 1.26 -0.01
C -1.22 0.98 1.00
N -0.47 -0.11 0.39
C 0.46 -0.81 1.18
C 1.67 -1.17 0.75
O -0.17 -2.83 -1.20
H 0.28 1.32 -2.11
H -0.54 2.77 -1.49
H -1.45 1.26 -1.74
H 0.77 1.65 0.39
H -2.27 1.03 0.72
H -1.01 1.21 2.04
H 0.09 -1.10 2.16
H 0.27 -2.94 -0.34
H 2.01 -0.91 -0.25
H 2.34 -1.75 1.38
H -0.53 -1.94 -1.12
*
```

The value obtained for the HOMO energy is -8.9419 eV. Its relative energy (zero: lowest compared OMol25 entry of this formula, charge and spin) is 54.76 kcal per mole. Its SMILES is C=CN1C[C@@H]1C.O.

***

Entry 3:
The following is a quantum chemistry calculation of a cluster of 17 separate species, C64H145N11O21 in total, from the OMol25 dataset.

ORCA input file:
```
! wB97M-V def2-TZVPD RIJCOSX def2/J DEFGRID3
* xyz 6 1
C -9.99 -7.43 5.13
C -8.90 -6.57 4.54
O -8.11 -6.56 3.66
N -9.00 -4.99 5.23
H -9.85 -4.81 5.76
H -8.23 -5.00 5.92
C -8.78 -3.97 4.20
H -10.04 -7.53 6.26
H -10.05 -8.43 4.74
H -10.93 -6.95 4.88
H -8.04 -4.17 3.45
H -8.42 -3.06 4.72
H -9.77 -3.86 3.74
C -5.67 2.60 -1.90
C -5.58 2.57 -0.39
O -6.30 3.20 0.29
N -4.41 1.79 0.05
H -4.09 1.22 -0.71
H -2.75 3.72 0.35
C -4.59 1.00 1.21
H -5.68 1.59 -2.24
H -4.70 2.95 -2.27
H -6.50 3.33 -2.14
H -5.47 0.32 1.08
H -4.80 1.72 2.03
H -3.77 0.28 1.39
C 1.07 1.67 -9.65
C 1.59 0.76 -8.62
O 1.89 1.08 -7.52
N 1.61 -0.55 -9.04
H 1.30 -0.68 -9.99
H 1.69 1.53 -5.93
C 2.40 -1.71 -8.68
H 0.72 1.15 -10.51
H 1.87 2.34 -9.87
H 0.19 2.21 -9.32
H 1.69 -2.58 -8.56
H 3.02 -1.49 -7.80
H 3.05 -1.85 -9.54
C 9.79 -4.49 -1.60
C 8.59 -4.74 -2.47
O 7.46 -4.47 -2.17
N 8.88 -5.10 -3.91
H 9.80 -4.80 -4.30
H 8.99 -6.10 -3.99
C 7.75 -4.72 -4.86
H 9.93 -3.42 -1.53
H 10.71 -4.98 -1.89
H 9.51 -4.77 -0.57
H 7.99 -5.20 -5.83
H 7.72 -3.65 -4.99
H 6.84 -5.13 -4.45
C -1.68 -1.42 -7.26
C -3.06 -2.02 -7.14
O -3.35 -3.07 -7.67
N -3.87 -1.24 -6.25
H -4.80 -1.62 -6.48
H -3.63 -1.72 -4.47
C -3.73 0.24 -6.04
H -0.96 -1.93 -7.83
H -1.18 -1.24 -6.28
H -1.68 -0.37 -7.59
H -4.28 0.59 -5.15
H -4.08 0.86 -6.90
H -2.67 0.48 -5.88
C -2.63 -7.07 -3.28
C -2.02 -6.90 -4.58
O -1.63 -5.83 -4.91
N -2.04 -8.02 -5.34
H 0.92 -3.69 -5.01
H -1.70 -7.81 -6.26
C -1.92 -9.35 -4.74
H -2.29 -7.88 -2.62
H -3.70 -7.15 -3.41
H -2.33 -6.10 -2.82
H -1.93 -10.13 -5.51
H -2.80 -9.52 -4.11
H -0.99 -9.41 -4.13
C -2.46 5.85 -5.72
C -1.21 6.11 -4.90
C -1.56 6.43 -3.43
N -0.40 7.00 -2.67
C 0.04 8.32 -3.23
C 0.98 9.04 -2.29
C 0.36 9.25 -0.87
C 0.03 7.98 -0.34
C -0.91 7.15 -1.25
C 0.69 6.05 -2.73
H -3.05 6.77 -5.78
H -2.98 4.98 -5.41
H -2.09 5.71 -6.75
H -0.68 6.98 -5.30
H -0.59 5.21 -4.97
H -1.82 5.58 -2.78
H -2.36 7.19 -3.45
H -0.81 8.93 -3.55
H 0.64 8.12 -4.12
H 1.15 9.99 -2.79
H 1.97 8.56 -2.32
H -0.46 9.93 -0.97
H 1.20 9.79 -0.41
H -0.53 7.98 0.63
H 0.82 7.26 -0.18
H -1.85 7.73 -1.38
H -1.18 6.15 -0.88
H 0.97 5.89 -3.76
H 0.40 5.05 -2.33
H 1.59 6.40 -2.27
C 3.54 -3.28 1.78
C 3.11 -2.49 2.97
C 3.87 -3.04 4.23
N 3.51 -2.69 5.64
C 3.99 -1.29 5.85
C 4.23 -3.67 6.60
C 3.47 -4.96 6.39
C 2.03 -4.55 5.96
C 2.11 -3.03 6.03
H 3.42 -2.79 0.81
H 2.99 -4.24 1.56
H 4.60 -3.53 1.78
H 2.05 -2.53 3.09
H 3.30 -1.42 2.82
H 4.95 -2.83 4.12
H 3.74 -4.12 4.10
H 5.06 -1.39 6.18
H 3.44 -0.79 6.63
H 3.81 -0.66 4.97
H 4.12 -3.30 7.64
H 5.31 -3.78 6.49
H 3.50 -5.65 7.20
H 3.90 -5.55 5.57
H 1.29 -4.85 6.69
H 1.74 -5.01 5.03
H 1.86 -2.73 7.07
H 1.43 -2.51 5.35
C -2.29 -2.94 -0.04
C -1.34 -2.35 -1.08
C -1.30 -0.88 -0.70
N -0.01 -0.25 -1.23
C 1.06 -0.72 -0.37
C -0.19 1.26 -1.07
C -0.45 1.78 -2.52
C -0.77 0.49 -3.33
C 0.20 -0.51 -2.67
H -3.15 -2.35 0.30
H -1.66 -3.21 0.87
H -2.63 -3.99 -0.21
H -1.69 -2.59 -2.10
H -0.37 -2.86 -0.99
H -1.25 -0.77 0.37
H -2.11 -0.22 -1.06
H 1.25 -1.78 -0.56
H 0.92 -0.55 0.73
H 2.00 -0.30 -0.68
H 0.76 1.61 -0.69
H -1.05 1.42 -0.39
H 0.45 2.21 -2.96
H -1.34 2.45 -2.52
H -0.45 0.50 -4.37
H -1.81 0.22 -3.32
H 1.25 -0.18 -2.88
H 0.01 -1.59 -2.92
C -3.60 0.75 9.73
C -2.39 0.34 8.93
C -2.89 0.30 7.55
N -1.86 0.08 6.50
C -0.97 -1.04 6.75
C -1.08 1.30 6.14
C -1.99 2.03 5.12
C -3.02 0.98 4.62
C -2.51 -0.32 5.20
H -3.37 0.93 10.79
H -4.33 -0.07 9.76
H -4.02 1.65 9.36
H -1.87 -0.60 9.25
H -1.59 1.12 9.00
H -3.26 1.32 7.27
H -3.67 -0.47 7.44
H -1.55 -1.96 7.03
H -0.36 -0.77 7.63
H -0.33 -1.24 5.87
H -0.12 1.03 5.66
H -0.88 1.79 7.11
H -1.48 2.57 4.34
H -2.60 2.81 5.64
H -3.11 1.05 3.56
H -4.00 1.15 5.00
H -1.80 -0.86 4.58
H -3.30 -1.03 5.47
C 7.05 2.46 1.17
C 5.86 3.32 1.45
C 4.91 2.62 2.48
N 3.70 3.45 3.04
C 2.79 3.91 1.91
C 4.09 4.64 3.88
C 2.97 4.93 4.86
C 2.46 3.50 5.17
C 3.07 2.56 4.07
H 6.73 1.56 0.66
H 7.61 2.16 2.06
H 7.79 3.02 0.65
H 5.23 3.51 0.56
H 6.17 4.28 1.87
H 5.41 2.16 3.33
H 4.46 1.74 1.96
H 3.33 4.22 1.05
H 2.01 4.61 2.22
H 2.22 3.06 1.52
H 4.51 5.48 3.29
H 4.91 4.20 4.53
H 2.17 5.55 4.48
H 3.35 5.43 5.76
H 1.39 3.42 5.09
H 2.81 3.14 6.13
H 2.40 1.77 3.66
H 3.85 2.02 4.54
O 0.79 -4.76 -3.25
C 1.93 -4.11 -3.62
O 3.02 -4.13 -3.12
O 1.63 -3.23 -4.60
H 0.24 -4.93 -4.01
O -0.06 -0.69 2.79
C 0.46 0.21 3.58
O 0.19 1.39 3.23
O 1.16 -0.27 4.62
H 3.77 -1.69 -3.41
O -1.68 2.45 1.61
C -1.22 3.66 1.18
O -0.05 3.86 1.26
O -2.17 4.37 0.68
H -0.93 1.73 2.06
O -5.13 -1.68 -1.86
C -4.22 -1.06 -2.64
O -3.70 -1.97 -3.51
O -3.89 0.10 -2.47
H -5.20 -2.63 -2.07
O 3.69 2.66 -5.36
C 2.85 2.01 -4.38
O 1.66 1.91 -4.91
O 3.17 1.67 -3.28
H 4.49 3.03 -4.91
*
```

The value obtained for the HOMO energy is -17.2966 eV.

***

Entry 4:
The following is a quantum chemistry calculation of an isolated molecule of C7H11N3S, from the OMol25 dataset.

ORCA input file:
```
! wB97M-V def2-TZVPD RIJCOSX def2/J DEFGRID3
* xyz 0 1
C 1.73 -1.52 2.07
C 1.87 0.81 2.67
C 1.55 -0.22 1.47
C 0.23 -0.12 0.86
C 0.27 -0.89 -1.47
C -1.29 0.97 -0.84
C 0.07 0.33 -0.56
N 1.82 -2.56 2.54
N 1.30 1.89 2.90
N -0.83 -0.62 1.52
S 0.10 2.69 2.22
H 2.69 0.47 3.29
H 2.35 -0.04 0.74
H -0.38 -1.71 -1.15
H 1.30 -1.24 -1.44
H 0.01 -0.64 -2.50
H -1.49 1.77 -0.13
H -2.10 0.24 -0.79
H -1.29 1.39 -1.85
H 0.85 1.07 -0.78
H -0.72 -0.86 2.49
H -1.75 -0.39 1.20
*
```

The value obtained for the HOMO energy (spin up / spin down) is -6.8467 / -7.1924 eV. Its relative energy (zero: lowest compared OMol25 entry of this formula, charge and spin) is 41.27 kcal per mole.